Molecular formula: C29H47BrN2OP2Ti
Method: DFT, ωB97M-V/def2-TZVPD

For the LUMO energy (spin up / spin down), the calculation gives -6.003 / -6.345 eV. As for the HOMO energy (spin up / spin down): -0.46227 / -0.50234 Eh. As for the gap between HOMO and LUMO (spin up / spin down): 6.58 / 7.32 eV.

```
! wB97M-V def2-TZVPD RIJCOSX def2/J DEFGRID3
* xyz 2 3
Br -4.14130 -0.59999 1.10106
Ti -1.58514 -0.48818 0.99867
P 1.07510 -0.28580 0.09336
P -1.83884 -1.68127 -1.36084
O -0.70926 -1.20929 2.54861
N 4.10582 5.25433 -3.19950
N -0.57392 -1.05561 4.81427
C -2.93777 -2.92076 -0.61623
C 2.14001 0.86490 1.04141
C 1.98920 4.43046 -1.47177
C -1.11329 3.04224 0.68362
C -3.39470 2.19317 0.31120
C -2.45247 3.25171 0.32914
C 3.11510 -2.14000 -0.71686
C -0.73301 -2.55805 -2.50665
C 2.98717 4.71356 -3.68496
C -2.76082 -0.47149 -2.36819
C 0.95744 4.09012 -0.52214
C -1.27957 -3.86416 -3.09112
C -0.10246 -1.51720 6.10807
C -1.37308 0.15650 4.85521
C 3.19057 4.96169 -0.97319
C 1.29471 0.33751 -1.61862
C 3.64196 0.63428 1.02923
C -1.97960 1.21565 2.07016
C -3.02249 1.09855 1.09133
C -0.19167 -1.61174 3.65594
C 0.89536 -2.64322 3.72866
C -0.07033 3.82296 0.10805
C -3.26939 -0.90443 -3.75492
C 2.66846 0.84216 -2.05645
C -4.31477 -3.06715 -1.28064
C 1.93632 -1.89385 0.21284
C 1.92029 4.24652 -2.87855
C -0.88895 1.88649 1.52487
C 4.21792 5.39231 -1.87312
H 4.08233 0.73667 0.03555
H -0.43988 -1.89024 -3.33038
H 2.89872 -2.03962 -1.79022
H 5.10763 5.85407 -1.45796
H 1.18831 -2.66085 -0.01225
H -4.37919 2.21606 -0.18951
H -0.52810 -4.34007 -3.73203
H 2.62087 1.15306 -3.10731
H 3.32900 5.04375 0.08684
H 1.82774 0.80362 2.09102
H 1.11041 -3.05709 2.73307
H -3.09274 -2.64507 0.44922
H 3.93930 -0.35271 1.39664
H -2.74040 4.14214 -0.19873
H 4.10045 1.38506 1.68769
H 0.57804 1.16658 -1.74071
H -3.58462 -0.05618 -1.76833
H 3.93078 -1.43689 -0.50098
H 0.18697 -2.76408 -1.93765
H -0.67886 -0.95340 6.85286
H -1.82329 0.52871 2.93018
H 1.82154 -2.20795 4.15604
H -1.71891 0.31662 5.86349
H 3.43793 -3.18750 -0.60211
H 0.96530 -1.27532 6.23235
H -4.25455 -3.46113 -2.30443
H -0.78696 1.04422 4.55866
H 0.62020 -3.44450 4.43229
H -2.29825 0.05019 4.26850
H 1.87410 1.88127 0.70563
H -2.42791 -1.08042 -4.44159
H 2.98026 1.72472 -1.49112
H 1.09077 3.74185 -3.33287
H 2.20484 -2.01951 1.27274
H -0.23510 -2.60208 6.21308
H -3.85593 -0.08665 -4.20414
H -2.14980 -3.71538 -3.74294
H -4.88632 -2.12777 -1.26269
H 2.92441 4.61971 -4.76925
H -3.94229 -1.77625 -3.73816
H -2.42036 -3.88469 -0.55707
H 0.09980 1.52416 1.74305
H 3.46468 0.09849 -1.96563
H -1.52014 -4.59925 -2.31545
H -4.91027 -3.81447 -0.73740
H -2.07607 0.38357 -2.50705
H 0.96292 -0.45837 -2.30289
*
```

These are the Mulliken partial charges, in e, on atoms 1 to 8:
1 Br -0.124
2 Ti 0.459
3 P 1.315
4 P 0.925
5 O -0.123
6 N -0.563
7 N 0.124
8 C -0.615